Entry 1:
Molecular formula: C4H12N4O
Method: DFT, ωB97M-V/def2-TZVPD

Last column: Mulliken charge in e.
Cartesian coordinates (Å):
C 1.4368 -2.1069 0.9712  -1.000
N 0.5251 -1.3411 0.1520  0.181
C -0.6380 -2.0496 -0.3292  -1.046
C 0.9195 -0.1354 -0.3502  0.468
O 1.9747 0.3972 0.0185  -0.743
N -0.0699 0.5561 -1.0435  -0.478
C -0.8083 1.6215 0.1012  0.066
N 0.1285 2.5187 0.6200  -0.625
N -1.9468 2.2389 -0.4269  -0.581
H 1.8476 -2.9537 0.4107  0.316
H 2.2520 -1.4617 1.2924  0.330
H 0.9120 -2.4916 1.8490  0.309
H -1.2837 -2.3323 0.5077  0.308
H -0.3339 -2.9628 -0.8527  0.341
H -1.1963 -1.4098 -1.0070  0.359
H 0.4054 1.2016 -1.6725  0.341
H -1.0817 0.8752 0.8499  0.384
H 1.0210 2.0302 0.8080  0.340
H 0.3091 3.3004 0.0000  0.235
H -2.6330 1.5774 -0.7589  0.248
H -1.7400 2.9276 -1.1398  0.247

- Kohn-Sham gap: 9.8 eV
- Energy above the lowest of the compared OMol25 structures with the same formula, charge and spin: 70.61 kJ/mol
- Total charge: 0
- Highest occupied orbital energy: -8.92 eV
- SMILES: CN(C)C(=O)NC(N)N
- E: -453.87530 hartree
- LUMO level: 0.0334 Eh

Entry 2:
Molecular formula: C4H12N4O
Method: DFT, ωB97M-V/def2-TZVPD

Last column: Mulliken charge in e.
Cartesian coordinates (Å):
N 1.7544 -1.2414 -0.9305  -0.402
C 1.1904 -0.2684 -0.1348  0.690
N 1.8600 -0.1911 1.1118  -0.627
N 0.6104 0.7866 -0.7741  -0.580
O 1.6303 1.8038 -0.9720  -0.525
H 1.8128 -0.9786 -1.9041  0.290
H 2.5919 -1.7003 -0.6041  0.233
H 1.5507 0.6498 1.5865  0.247
H 2.8646 -0.1254 0.9854  0.285
H 1.2119 2.3704 -1.6348  0.344
C -2.2628 1.1649 0.1858  -1.360
C -1.2446 0.4063 0.9633  -0.018
C -0.8409 -0.8889 0.7042  -0.507
N -1.4184 -1.6950 -0.2840  -0.572
H -3.2676 0.9614 0.5746  0.332
H -2.2404 0.9065 -0.8746  0.343
H -2.0765 2.2380 0.2560  0.342
H -0.9150 0.8514 1.8949  0.445
H -0.4014 -1.4591 1.5172  0.430
H -0.7733 -2.4338 -0.5504  0.305
H -1.6364 -1.1572 -1.1162  0.305

- Kohn-Sham gap (spin up / spin down): 6.2 / 6.0 eV
- Energy above the lowest of the compared OMol25 structures with the same formula, charge and spin: 573.77 kJ/mol
- Total charge: 0
- Highest occupied orbital energy (spin up / spin down): -6.22 / -6.02 eV
- SMILES: NC(N)=NO.C/C=C\N
- E: -453.68365 hartree
- LUMO level (spin up / spin down): 0.0009 / -0.0021 Eh

Entry 3:
Molecular formula: C4H12N4O
Method: DFT, ωB97M-V/def2-TZVPD

Last column: Mulliken charge in e.
Cartesian coordinates (Å):
H -0.7110 1.0236 2.3070  0.162
N -0.7463 1.2505 1.3130  -0.794
C -1.2627 0.3439 0.5994  1.059
C -1.4178 0.5348 -0.8739  -1.356
C -1.7439 -0.9934 1.1389  -0.606
O -0.8316 -1.9759 0.6602  -0.468
H -2.4726 0.4816 -1.1499  0.443
H -1.0143 1.4951 -1.1815  0.318
H -0.9027 -0.2677 -1.4034  0.299
H -2.7632 -1.1931 0.7844  0.337
H -1.7553 -0.9778 2.2380  0.310
H -1.2081 -2.8529 0.7840  0.276
N 2.3007 0.2424 -2.1138  -0.716
C 1.8945 0.5069 -0.9515  0.328
N 1.8363 1.7211 -0.2970  -0.515
N 2.0097 -0.7007 -0.1277  -0.576
H 2.4368 -0.8958 -1.7640  0.402
H 1.8349 2.4811 -0.9634  0.282
H 1.1007 1.7950 0.3985  0.325
H 2.0724 -0.5681 0.8764  0.259
H 1.3435 -1.4505 -0.2737  0.232

- Kohn-Sham gap: 8.8 eV
- Energy above the lowest of the compared OMol25 structures with the same formula, charge and spin: 238.35 kJ/mol
- Total charge: 0
- Highest occupied orbital energy: -8.54 eV
- SMILES: [H]/N=C(/C)CO.N=C(N)N
- E: -453.81141 hartree
- LUMO level: 0.0112 Eh

Entry 4:
Molecular formula: C4H12N6S2
Method: DFT, ωB97M-V/def2-TZVPD

Last column: Mulliken charge in e.
Cartesian coordinates (Å):
N -2.7724 -0.8088 1.3736  -0.997
N -2.1138 0.2331 0.7797  0.153
C -1.5237 0.2580 -0.5187  0.239
S -1.8061 -1.0998 -1.3279  -0.361
N -1.0200 1.4032 -0.8983  -0.100
C -0.2858 2.3980 -0.2259  -0.653
C 0.8729 2.1791 0.7212  -0.764
N 1.8239 1.3305 0.0390  -0.054
C 1.8066 -0.0493 0.1235  0.165
S 2.6249 -1.1530 -0.7164  -0.402
N 0.9782 -0.4686 1.0651  0.405
N 0.8425 -1.7965 1.3348  -1.066
H -3.5522 -1.1629 0.7988  0.258
H -2.2013 -1.5974 1.2793  0.288
H -2.6039 1.0241 1.1260  0.279
H -0.8877 1.3511 -1.8603  0.237
H -1.0052 3.0807 0.3053  0.245
H 0.3100 2.8735 -1.0946  0.410
H 1.2599 3.2369 0.4914  0.356
H 0.7961 1.9221 1.7849  0.420
H 2.6507 1.8260 -0.2660  0.233
H 0.4661 0.1827 1.5489  0.169
H 1.7073 -2.3126 1.6652  0.274
H 0.5702 -2.3439 0.4726  0.266

- Kohn-Sham gap: 8.5 eV
- Energy above the lowest of the compared OMol25 structures with the same formula, charge and spin: 174.99 kJ/mol
- Total charge: 0
- Highest occupied orbital energy: -8.18 eV
- SMILES: NNC(=S)NCCNC(=S)NN
- E: -1284.41364 hartree
- LUMO level: 0.0121 Eh

Entry 5:
Molecular formula: C4H12NO
Method: DFT, ωB97M-V/def2-TZVPD

Last column: Mulliken charge in e.
Cartesian coordinates (Å):
C 0.3998 1.2530 -0.8854  -0.720
C -0.2024 1.0078 1.4305  -0.718
C 1.9564 1.7798 0.6926  -0.018
C -1.3144 -2.4263 -0.8017  -0.673
N 0.7499 1.3439 0.5002  0.179
O -0.0663 -1.7701 -0.4708  -0.535
H -0.6482 1.7507 -0.9222  0.343
H 1.1648 1.5731 -1.4671  0.281
H 0.2243 0.2464 -1.2909  0.240
H 0.0791 0.8653 2.4713  0.329
H -0.8819 1.9598 1.4858  0.360
H -0.8116 0.1227 1.1077  0.218
H 2.5642 1.9571 -0.1842  0.219
H 2.3313 1.8526 1.6930  0.264
H 0.4976 -2.6269 -0.1620  0.322
H -1.7061 -2.9778 0.0155  0.311
H -1.1786 -3.1545 -1.6143  0.302
H -1.9991 -1.6826 -1.0866  0.297

- Kohn-Sham gap: 9.1 eV
- Energy above the lowest of the compared OMol25 structures with the same formula, charge and spin: 278.74 kJ/mol
- Total charge: +1
- Highest occupied orbital energy: -14.03 eV
- E: -289.26869 hartree
- LUMO level: -0.1794 Eh

Entry 6:
Molecular formula: C4H12NO
Method: DFT, ωB97M-V/def2-TZVPD

Last column: Mulliken charge in e.
Cartesian coordinates (Å):
C 0.0015 0.4679 1.7361  -0.796
C -1.1847 -0.0814 0.9468  -0.696
C -0.5619 -0.7658 -0.2565  0.439
C -0.2967 -2.0414 -0.4331  -0.991
N -0.4038 0.1578 -1.4102  -0.173
H 0.8333 0.7399 1.0819  0.211
H -0.2721 1.3694 2.2845  0.306
H 0.4166 -0.2905 2.3901  0.329
H -1.7490 -0.8685 1.4502  0.387
H -1.9828 0.5480 0.5764  0.370
H -0.4979 -2.7376 0.3448  0.312
H 0.3020 -2.4064 -1.2598  0.278
H 0.3126 0.8759 -1.2081  0.334
H -1.3131 0.5706 -1.5973  0.389
H -0.2556 -0.2999 -2.3147  0.368
H 2.2395 2.3893 -0.7110  0.297
H 2.5191 0.8810 -1.0084  0.317
O 1.8930 1.4918 -0.6115  -0.681

- Kohn-Sham gap: 11.2 eV
- Energy above the lowest of the compared OMol25 structures with the same formula, charge and spin: 118.34 kJ/mol
- Total charge: +1
- Highest occupied orbital energy: -14.58 eV
- E: -289.32979 hartree
- LUMO level: -0.1251 Eh

Entry 7:
Molecular formula: C4H12NO
Method: DFT, ωB97M-V/def2-TZVPD

Last column: Mulliken charge in e.
Cartesian coordinates (Å):
C 1.8976 0.5873 0.7217  -0.921
C -0.1409 0.4295 1.9781  -0.910
C -0.5694 1.0486 -1.8262  -0.182
C -1.2174 -0.2076 -2.1645  -0.287
N 0.5539 0.0105 0.6621  -0.230
O -1.7342 -0.9045 -1.1171  -0.453
H 1.6382 1.6395 0.5085  0.311
H 2.1423 0.4244 1.7865  0.366
H 2.5470 0.2096 0.0070  0.360
H 0.1171 1.4794 2.1365  0.397
H -1.2176 0.5014 1.9192  0.313
H -0.1267 -0.2414 2.9156  0.303
H -0.6472 1.3886 -0.8157  0.241
H 0.0962 1.2946 -2.5989  0.350
H -1.9430 0.1058 -3.0404  0.371
H -0.5351 -0.8040 -2.6811  0.390
H 0.5593 -0.9944 0.3942  0.257
H -2.1522 -1.7357 -1.2401  0.325

- Kohn-Sham gap (spin up / spin down): 7.0 / 5.9 eV
- Energy above the lowest of the compared OMol25 structures with the same formula, charge and spin: 536.78 kJ/mol
- Total charge: +1
- Highest occupied orbital energy (spin up / spin down): -13.53 / -12.95 eV
- E: -289.17041 hartree
- LUMO level (spin up / spin down): -0.2395 / -0.2585 Eh

Entry 8:
Molecular formula: C4H12NO
Method: DFT, ωB97M-V/def2-TZVPD

Last column: Mulliken charge in e.
Cartesian coordinates (Å):
C 0.3265 1.8820 -1.5402  -1.357
C -0.0742 0.6440 -0.7626  -0.369
N 0.9351 0.2936 0.2904  -0.073
C 0.4858 -0.8215 1.2323  -0.310
C -1.0040 -1.1952 1.1133  -0.702
O -1.2607 -2.0312 -0.0328  -0.511
H -0.3549 2.0090 -2.4132  0.373
H 0.2573 2.7867 -0.8941  0.387
H 1.3847 1.7920 -1.9653  0.368
H -0.2561 -0.1510 -1.5256  0.359
H -1.0798 1.0080 -0.5175  0.289
H 1.8708 -0.0547 -0.0719  0.412
H 1.0904 1.1999 0.7735  0.425
H 0.4322 -0.3754 2.2553  0.294
H 1.0735 -1.7390 1.0827  0.321
H -1.7044 -0.4184 0.9767  0.395
H -1.1781 -1.8872 1.9506  0.378
H -0.9439 -2.9417 0.0482  0.320

- Kohn-Sham gap: 11.1 eV
- Energy above the lowest of the compared OMol25 structures with the same formula, charge and spin: 194.38 kJ/mol
- Total charge: +1
- Highest occupied orbital energy: -14.64 eV
- SMILES: CC[NH2+]CCO
- E: -289.30083 hartree
- LUMO level: -0.1292 Eh